1.
Density functional theory data (ωB97M-V/def2-TZVPD) for 2 unconnected molecules or ions with the total composition C4H14N2O.

Results
Total energy = -345.52756 Ha
Net charge = 0
HOMO = -8.387 eV
Energy relative to the best compared isomer or geometry (same formula, charge and spin) = 30.5 kcal/mol
SMILES = CNCCCN.O
Largest force on an atom = 0.98 eV/Å

Last column: Mulliken charge in e.
Cartesian coordinates (Å):
C (-1.0681, 1.8691, 1.3708)  -0.876
N (-0.1095, 1.5659, 0.3636)  -0.173
C (0.8888, 0.6084, 0.7378)  -0.727
C (1.7023, 0.1467, -0.4644)  -0.708
C (0.8587, -0.5270, -1.5431)  -0.505
N (0.8210, -1.9783, -1.2989)  -0.622
H (-0.6646, 2.2660, 2.3220)  0.315
H (-1.5850, 0.9655, 1.6663)  0.221
H (-1.8141, 2.5671, 1.0276)  0.328
H (0.2781, 2.3345, -0.1538)  0.208
H (1.5976, 1.0011, 1.4791)  0.324
H (0.3943, -0.2644, 1.1666)  0.354
H (2.2714, 0.9850, -0.8764)  0.350
H (2.4610, -0.5501, -0.1047)  0.405
H (-0.1670, -0.1383, -1.4561)  0.395
H (1.1845, -0.2422, -2.5483)  0.277
H (1.7474, -2.3426, -1.4928)  0.214
H (0.2228, -2.4262, -1.9961)  0.230
H (-3.5548, -2.4462, 0.3261)  0.298
H (-2.3094, -1.8011, 0.9581)  0.321
O (-3.1552, -1.5930, 0.5166)  -0.627


2.
Density functional theory data (ωB97M-V/def2-TZVPD) for 2 unconnected molecules or ions with the total composition C4H14N2O in a non-equilibrium geometry.

Results
Total energy = -345.52603 Ha
Net charge = 0
HOMO = -9.316 eV
Energy relative to the best compared isomer or geometry (same formula, charge and spin) = 31.5 kcal/mol
SMILES = NCCCCN.O
Largest force on an atom = 1.53 eV/Å

Last column: Mulliken charge in e.
Cartesian coordinates (Å):
C (0.3965, -1.1156, 1.1584)  -0.681
N (1.4448, -0.1069, 1.3309)  -0.620
C (-0.2296, -1.2646, -0.2060)  -0.620
C (-0.9190, 0.0128, -0.7350)  -0.535
C (-2.1252, 0.4649, 0.0774)  -0.481
N (-3.1033, -0.6094, 0.2703)  -0.608
H (-0.3775, -0.9968, 1.9468)  0.333
H (0.7418, -2.0707, 1.5473)  0.314
H (2.0492, -0.1066, 0.4923)  0.255
H (1.0973, 0.8406, 1.2145)  0.307
H (-0.9288, -2.0968, -0.2523)  0.398
H (0.4882, -1.4882, -1.0019)  0.277
H (-1.2576, -0.1205, -1.7884)  0.339
H (-0.2208, 0.8368, -0.8577)  0.256
H (-1.8590, 0.9617, 1.0346)  0.267
H (-2.6161, 1.2440, -0.5195)  0.347
H (-2.7176, -1.4815, 0.6074)  0.224
H (-3.7778, -0.2723, 0.9472)  0.232
H (4.0031, 1.9937, -2.5212)  0.318
H (3.1596, 1.6178, -1.2947)  0.317
O (3.8673, 2.1892, -1.5966)  -0.639


3.
Density functional theory data (ωB97M-V/def2-TZVPD) for 3 unconnected molecules or ions with the total composition C4H14N2O in a non-equilibrium geometry.

Results
Total energy = -345.48767 Ha
Net charge = 0
HOMO = -8.404 eV
Energy relative to the best compared isomer or geometry (same formula, charge and spin) = 55.5 kcal/mol
SMILES = CC=O.CNC.N
Largest force on an atom = 3.93 eV/Å

Last column: Mulliken charge in e.
Cartesian coordinates (Å):
C (-1.6360, -0.6272, -1.1387)  0.170
C (-2.4796, 0.6165, -1.2130)  -1.024
O (-1.6988, -1.4062, -0.1922)  -0.525
H (-0.1466, -1.0705, 1.2822)  0.275
H (-1.3620, -1.0239, -2.1368)  0.377
H (0.2612, 0.3068, -1.0901)  0.160
H (-2.7006, 0.9875, -0.2168)  0.277
H (-1.9587, 1.3814, -1.7800)  0.318
H (-3.4147, 0.3846, -1.7176)  0.372
C (2.0376, -0.6336, -0.3540)  -1.061
C (1.3091, 1.5270, 0.4537)  -1.007
N (0.9229, 0.2815, -0.1782)  -0.048
N (0.1316, -1.0325, 2.2602)  -0.658
H (0.2307, -1.9976, 2.5522)  0.220
H (-0.6473, -0.6298, 2.7676)  0.220
H (2.4337, -0.8821, 0.6379)  0.377
H (0.4241, 2.1711, 0.5543)  0.291
H (1.7238, 1.3053, 1.4409)  0.309
H (2.8518, -0.2029, -0.9590)  0.330
H (1.6693, -1.5348, -0.8426)  0.295
H (2.0485, 2.0793, -0.1299)  0.330